Entry 1:
{"formula": "C36H27F10I2MgN5OSe", "method": "ωB97M-V/def2-TZVPD", "species": ["Mg", "C", "N", "C", "C", "N", "C", "C", "F", "C", "F", "C", "F", "C", "F", "C", "F", "C", "C", "N", "C", "C", "F", "C", "F", "C", "F", "C", "F", "C", "F", "H", "H", "H", "H", "H", "H", "H", "H", "H", "H", "H", "I", "C", "C", "C", "I", "C", "O", "C", "C", "N", "C", "C", "C", "C", "C", "C", "N", "C", "H", "H", "H", "H", "H", "H", "H", "H", "H", "H", "H", "Se", "C", "C", "C", "C", "C", "C", "H", "H", "H", "H", "H"], "coordinates": [[-0.398, -0.300, 0.675], [-0.570, -1.303, 3.735], [0.208, -0.460, 2.837], [1.550, -1.001, 2.625], [1.482, -2.332, 1.879], [0.595, -2.165, 0.744], [0.255, -3.221, -0.002], [-0.657, -3.003, -1.067], [-1.080, -1.731, -1.267], [-1.108, -3.973, -1.923], [-1.975, -3.669, -2.901], [-0.666, -5.282, -1.784], [-1.103, -6.258, -2.614], [0.234, -5.553, -0.778], [0.696, -6.811, -0.630], [0.685, -4.564, 0.078], [1.603, -4.948, 1.005], [0.190, 0.944, 3.243], [-1.135, 1.605, 2.878], [-1.396, 1.369, 1.476], [-2.377, 2.031, 0.867], [-2.565, 1.787, -0.520], [-1.737, 0.881, -1.098], [-3.523, 2.378, -1.300], [-3.605, 2.093, -2.609], [-4.409, 3.291, -0.743], [-5.363, 3.886, -1.494], [-4.287, 3.559, 0.602], [-5.148, 4.423, 1.180], [-3.314, 2.959, 1.380], [-3.333, 3.276, 2.705], [-0.040, -1.432, 4.694], [-0.742, -2.278, 3.283], [-1.548, -0.862, 3.907], [2.088, -1.129, 3.581], [2.104, -0.290, 2.010], [1.150, -3.126, 2.559], [2.512, -2.588, 1.592], [0.992, 1.449, 2.699], [0.386, 1.048, 4.324], [-1.038, 2.672, 3.118], [-1.936, 1.213, 3.522], [4.066, 3.721, -4.677], [3.019, 2.713, -3.172], [2.593, 3.402, -2.051], [1.940, 2.712, -1.044], [1.278, 3.761, 0.632], [1.693, 1.316, -1.092], [1.112, 0.688, -0.140], [2.175, 0.647, -2.262], [2.077, -0.858, -2.327], [2.934, -1.578, -1.386], [4.325, -1.166, -1.386], [4.628, 0.095, -0.599], [5.272, 1.190, -1.169], [5.449, 2.335, -0.415], [4.990, 2.349, 0.893], [4.393, 1.200, 1.386], [4.221, 0.093, 0.671], [2.802, 1.345, -3.275], [2.762, 4.466, -1.954], [1.055, -1.177, -2.129], [2.328, -1.181, -3.344], [2.526, -1.500, -0.458], [4.932, -1.977, -0.969], [4.649, -1.024, -2.422], [5.572, 1.157, -2.209], [5.906, 3.214, -0.853], [5.065, 3.233, 1.512], [4.019, 1.173, 2.406], [3.153, 0.802, -4.147], [-2.996, -1.705, 1.390], [-4.305, -0.907, 0.261], [-5.184, 0.069, 0.748], [-6.126, 0.674, -0.071], [-6.228, 0.323, -1.412], [-5.365, -0.645, -1.913], [-4.421, -1.246, -1.093], [-5.102, 0.364, 1.788], [-6.774, 1.442, 0.338], [-6.949, 0.808, -2.059], [-5.412, -0.924, -2.960], [-3.749, -1.989, -1.504]], "multiplicity": 1, "total_charge": -2}

---

Entry 2:
{"formula": "C36H27N2O7RhTe", "method": "ωB97M-V/def2-TZVPD", "species": ["Rh", "O", "C", "C", "C", "N", "C", "C", "C", "O", "O", "C", "O", "O", "H", "H", "H", "C", "C", "C", "C", "C", "O", "C", "C", "C", "C", "C", "C", "C", "O", "C", "C", "C", "N", "C", "C", "Te", "C", "C", "C", "C", "C", "C", "C", "C", "C", "C", "C", "C", "H", "H", "H", "H", "H", "H", "H", "H", "H", "H", "H", "H", "H", "H", "H", "H", "H", "H", "H", "H", "H", "H", "H", "H"], "coordinates": [[1.748, -1.341, -0.121], [6.551, 1.607, -2.107], [5.499, 0.925, -1.619], [5.461, 0.462, -0.299], [4.338, -0.222, 0.107], [3.348, -0.417, -0.752], [3.343, 0.009, -2.009], [4.428, 0.704, -2.492], [2.058, -0.359, -2.758], [1.906, 0.021, -3.896], [1.222, -1.093, -2.070], [4.026, -0.765, 1.506], [4.814, -0.568, 2.403], [2.886, -1.391, 1.596], [7.230, 1.709, -1.430], [6.266, 0.631, 0.406], [4.446, 1.065, -3.510], [-4.902, -1.273, -1.676], [-3.551, -1.554, -1.072], [-3.166, -2.855, -0.721], [-1.941, -3.141, -0.162], [-1.618, -4.543, 0.265], [-1.409, -4.800, 1.428], [-1.570, -5.604, -0.788], [-1.585, -6.939, -0.387], [-1.521, -7.949, -1.330], [-1.427, -7.632, -2.681], [-1.400, -6.306, -3.085], [-1.476, -5.292, -2.140], [-0.976, -2.121, 0.016], [0.205, -2.444, 0.442], [-1.366, -0.790, -0.298], [-2.648, -0.548, -0.832], [-0.528, 0.337, 0.044], [0.745, 0.272, 0.297], [1.456, 1.367, 0.982], [1.383, 1.192, 2.491], [2.522, 2.688, 3.499], [1.105, 4.206, 3.100], [1.234, 5.032, 1.987], [0.302, 6.033, 1.744], [-0.763, 6.217, 2.614], [-0.899, 5.397, 3.724], [0.031, 4.395, 3.967], [-1.184, 1.675, 0.153], [-0.987, 2.603, -0.865], [-1.597, 3.845, -0.790], [-2.389, 4.165, 0.304], [-2.585, 3.237, 1.317], [-1.995, 1.985, 1.236], [-5.461, -2.196, -1.826], [-4.808, -0.779, -2.644], [-5.499, -0.625, -1.032], [-3.859, -3.673, -0.892], [-1.645, -7.159, 0.671], [-1.540, -8.984, -1.017], [-1.373, -8.422, -3.419], [-1.317, -6.059, -4.136], [-1.447, -4.256, -2.455], [-2.925, 0.472, -1.074], [1.024, 2.323, 0.691], [2.489, 1.366, 0.653], [1.769, 0.219, 2.790], [0.354, 1.283, 2.841], [2.070, 4.900, 1.312], [0.412, 6.671, 0.876], [-1.484, 7.003, 2.429], [-1.726, 5.540, 4.408], [-0.072, 3.762, 4.840], [-0.364, 2.343, -1.714], [-1.450, 4.564, -1.585], [-2.854, 5.140, 0.367], [-3.201, 3.486, 2.170], [-2.162, 1.248, 2.012]], "multiplicity": 1, "total_charge": 0, "de_lowest_kj_mol": 0.0}

---

Entry 3:
{"formula": "C36H28CsN7O4S3", "method": "ωB97M-V/def2-TZVPD", "species": ["Cs", "C", "C", "N", "N", "C", "O", "C", "C", "C", "C", "C", "C", "C", "C", "C", "C", "C", "N", "H", "H", "H", "H", "H", "H", "H", "H", "H", "H", "H", "H", "C", "C", "C", "C", "N", "C", "C", "C", "C", "C", "C", "N", "H", "H", "H", "H", "H", "H", "H", "H", "O", "N", "C", "C", "C", "C", "C", "S", "H", "H", "H", "H", "O", "S", "O", "N", "C", "S", "C", "C", "C", "C", "C", "C", "H", "H", "H", "H"], "coordinates": [[-0.800, -0.141, 0.991], [-5.241, -1.617, -0.601], [-4.121, -1.496, 0.392], [-2.923, -1.893, 0.174], [-2.634, -2.429, -1.053], [-1.312, -2.519, -1.241], [-0.389, -2.212, -0.458], [-0.943, -2.979, -2.637], [0.391, -2.906, -3.024], [0.775, -3.257, -4.311], [-0.172, -3.699, -5.224], [-1.505, -3.789, -4.839], [-1.889, -3.428, -3.556], [-4.349, -0.810, 1.698], [-5.399, 0.093, 1.859], [-5.512, 0.799, 3.045], [-4.599, 0.566, 4.056], [-3.606, -0.372, 3.823], [-3.476, -1.047, 2.688], [-4.917, -2.254, -1.419], [-5.515, -0.643, -1.017], [-6.135, -2.037, -0.132], [1.110, -2.551, -2.296], [1.816, -3.178, -4.602], [0.123, -3.959, -6.234], [-2.250, -4.135, -5.547], [-2.923, -3.477, -3.244], [-6.083, 0.279, 1.043], [-6.286, 1.546, 3.163], [-4.627, 1.120, 4.984], [-2.864, -0.589, 4.586], [0.737, -3.819, 4.867], [2.088, -4.124, 4.908], [2.963, -3.436, 4.085], [2.455, -2.450, 3.239], [1.158, -2.159, 3.206], [0.323, -2.823, 3.994], [3.318, -1.648, 2.312], [4.645, -1.978, 2.059], [5.370, -1.194, 1.171], [4.755, -0.110, 0.574], [3.429, 0.147, 0.901], [2.726, -0.599, 1.742], [0.019, -4.339, 5.487], [2.461, -4.891, 5.576], [4.021, -3.653, 4.114], [-0.727, -2.557, 3.908], [5.106, -2.838, 2.524], [6.402, -1.437, 0.949], [5.261, 0.531, -0.135], [2.918, 0.993, 0.459], [-1.433, 1.943, 2.646], [-1.268, 3.025, 3.354], [-0.167, 3.093, 4.141], [0.132, 4.184, 4.913], [-0.747, 5.270, 4.878], [-1.867, 5.190, 4.093], [-2.192, 4.056, 3.306], [-3.612, 3.935, 2.387], [0.445, 2.206, 4.082], [1.036, 4.183, 5.506], [-0.552, 6.163, 5.460], [-2.574, 6.006, 4.043], [3.270, 5.942, -4.876], [3.905, 4.649, -4.939], [5.168, 4.586, -5.637], [4.013, 3.964, -3.469], [3.302, 2.859, -3.376], [3.217, 1.808, -2.070], [2.530, 2.539, -4.639], [1.656, 1.490, -4.877], [1.066, 1.398, -6.130], [1.347, 2.334, -7.126], [2.218, 3.388, -6.883], [2.788, 3.463, -5.627], [1.454, 0.774, -4.091], [0.375, 0.589, -6.334], [0.877, 2.237, -8.097], [2.442, 4.124, -7.645]], "multiplicity": 1, "total_charge": -2, "de_lowest_kj_mol": 29.5}

---

Entry 4:
{"formula": "C36H28F3N4O2", "method": "ωB97M-V/def2-TZVPD", "species": ["O", "C", "C", "C", "C", "C", "C", "C", "N", "C", "C", "N", "C", "C", "N", "C", "O", "C", "C", "C", "C", "C", "C", "C", "C", "N", "C", "C", "C", "C", "C", "C", "F", "C", "C", "C", "C", "F", "C", "C", "F", "C", "C", "C", "C", "H", "H", "H", "H", "H", "H", "H", "H", "H", "H", "H", "H", "H", "H", "H", "H", "H", "H", "H", "H", "H", "H", "H", "H", "H", "H", "H", "H"], "coordinates": [[2.623, 3.303, 0.344], [2.921, 2.735, -0.682], [3.965, 3.338, -1.682], [5.365, 3.190, -1.521], [6.238, 3.729, -2.476], [5.747, 4.490, -3.537], [4.378, 4.732, -3.640], [3.491, 4.166, -2.716], [2.388, 1.497, -1.112], [2.929, 0.969, -2.353], [2.665, -0.510, -2.546], [1.295, -0.789, -2.234], [0.811, -1.948, -2.914], [-0.672, -2.144, -2.734], [-1.025, -1.959, -1.312], [-1.505, -3.092, -0.621], [-1.232, -3.383, 0.554], [-2.393, -3.984, -1.465], [-2.086, -5.354, -1.538], [-2.863, -6.150, -2.379], [-3.963, -5.594, -3.036], [-4.301, -4.242, -2.901], [-3.524, -3.423, -2.077], [-0.337, -1.011, -0.558], [-0.810, -0.632, 0.707], [-0.338, 0.505, 1.261], [-0.678, 0.928, 2.858], [-0.972, -0.263, 3.799], [-0.066, -1.364, 3.883], [-0.068, -2.201, 5.030], [-0.988, -1.977, 6.102], [-1.926, -0.940, 6.003], [-2.698, -0.541, 7.104], [-1.913, -0.080, 4.878], [-1.879, 1.788, 2.550], [-3.247, 1.501, 2.933], [-4.071, 2.618, 3.205], [-5.289, 2.366, 3.841], [-3.685, 3.947, 2.897], [-2.476, 4.121, 2.194], [-2.161, 5.399, 1.719], [-1.595, 3.049, 1.957], [0.776, 1.171, 0.759], [1.393, 0.772, -0.426], [0.805, -0.376, -1.042], [5.750, 2.602, -0.682], [7.314, 3.598, -2.358], [6.424, 4.882, -4.291], [3.985, 5.401, -4.406], [2.410, 4.318, -2.815], [2.518, 1.534, -3.222], [4.027, 1.066, -2.345], [2.786, -0.776, -3.610], [3.358, -1.111, -1.910], [1.059, -1.765, -3.971], [1.354, -2.850, -2.572], [-1.255, -1.458, -3.372], [-0.878, -3.175, -3.051], [-1.220, -5.732, -0.974], [-2.622, -7.208, -2.472], [-4.564, -6.215, -3.690], [-5.176, -3.802, -3.376], [-3.728, -2.353, -1.913], [-1.487, -1.218, 1.322], [0.278, 1.532, 3.110], [0.766, -1.488, 3.157], [0.717, -2.982, 5.139], [-0.958, -2.520, 7.064], [-2.426, 0.891, 4.982], [-3.566, 0.478, 3.219], [-4.360, 4.789, 3.099], [-0.653, 3.235, 1.418], [1.120, 1.968, 1.442]], "multiplicity": 1, "total_charge": 1, "smiles": "O=C(c1ccccc1)N1CCN2CCN(C(=O)c3ccccc3)c3c[n+]([C@H](c4cccc(F)c4)c4cc(F)cc(F)c4)cc1c32", "de_lowest_kj_mol": 0.0}

---

Entry 5:
{"formula": "C36H28IN9O3S2Ti", "method": "ωB97M-V/def2-TZVPD", "species": ["Ti", "C", "C", "C", "C", "C", "N", "C", "C", "C", "C", "C", "C", "C", "N", "C", "C", "C", "N", "C", "C", "N", "C", "C", "C", "N", "H", "H", "H", "H", "H", "H", "H", "H", "H", "H", "H", "H", "H", "H", "H", "H", "H", "H", "S", "C", "S", "C", "C", "N", "C", "N", "O", "C", "O", "C", "C", "C", "C", "C", "C", "C", "C", "C", "N", "H", "H", "H", "H", "H", "H", "N", "C", "O", "C", "I", "H", "H", "H", "H"], "coordinates": [[0.564, -0.524, 0.666], [-5.101, -1.901, 4.975], [-4.199, -1.556, 3.820], [-4.625, -0.776, 2.754], [-3.776, -0.472, 1.709], [-2.429, -0.889, 1.661], [-1.599, -0.577, 0.621], [-2.001, 0.331, -0.351], [-2.509, 1.611, -0.094], [-2.713, 2.520, -1.116], [-2.413, 2.212, -2.443], [-2.550, 3.231, -3.542], [-1.910, 0.948, -2.712], [-1.728, 0.029, -1.690], [-1.147, -1.233, -1.987], [-1.467, -2.085, -2.980], [-0.606, -3.154, -2.892], [0.221, -2.858, -1.801], [-0.113, -1.695, -1.263], [-2.031, -1.742, 2.719], [-2.906, -2.049, 3.754], [-0.754, -2.387, 2.723], [-0.242, -3.143, 3.718], [0.842, -3.822, 3.224], [0.937, -3.410, 1.896], [-0.022, -2.542, 1.596], [-6.078, -1.431, 4.855], [-4.683, -1.559, 5.924], [-5.259, -2.979, 5.056], [-5.643, -0.404, 2.728], [-4.162, 0.114, 0.888], [-2.694, 1.902, 0.932], [-3.071, 3.513, -0.870], [-2.928, 4.176, -3.153], [-3.232, 2.889, -4.323], [-1.581, 3.420, -4.010], [-1.600, 0.681, -3.718], [-2.281, -1.865, -3.649], [-0.579, -4.025, -3.523], [1.050, -3.418, -1.403], [-2.586, -2.725, 4.535], [-0.661, -3.144, 4.706], [1.499, -4.478, 3.763], [1.697, -3.639, 1.168], [3.589, 1.025, 0.875], [3.792, -0.201, -0.323], [2.852, -1.650, -0.247], [4.678, -0.009, -1.373], [5.495, 1.155, -1.476], [6.170, 2.085, -1.564], [4.794, -0.951, -2.436], [4.900, -1.685, -3.320], [0.106, 3.450, 1.774], [0.270, 2.400, 1.172], [0.189, 1.226, 1.681], [0.632, 2.441, -0.293], [0.674, 3.696, -0.930], [0.984, 3.756, -2.248], [1.281, 2.563, -2.937], [1.602, 2.561, -4.312], [1.918, 1.396, -4.950], [1.946, 0.190, -4.226], [1.627, 0.160, -2.895], [1.264, 1.342, -2.216], [0.900, 1.300, -0.888], [0.447, 4.563, -0.326], [1.013, 4.698, -2.785], [1.610, 3.507, -4.840], [2.178, 1.398, -6.001], [2.263, -0.724, -4.712], [1.708, -0.756, -2.336], [2.369, 1.125, 3.530], [2.676, 0.009, 2.782], [1.712, -0.730, 2.394], [3.992, -0.661, 3.103], [3.835, -1.736, 4.971], [1.472, 1.522, 3.271], [3.106, 1.807, 3.629], [4.808, 0.039, 3.236], [4.220, -1.402, 2.346]], "multiplicity": 2, "total_charge": -1, "de_lowest_kj_mol": 39.0}

---

Entry 6:
{"formula": "C36H28MoN11O2S", "method": "ωB97M-V/def2-TZVPD", "species": ["Mo", "C", "C", "C", "C", "N", "C", "N", "C", "N", "C", "N", "C", "C", "C", "C", "C", "N", "C", "C", "C", "C", "C", "C", "H", "H", "H", "H", "H", "H", "H", "H", "H", "H", "H", "H", "N", "C", "C", "C", "C", "C", "C", "C", "C", "C", "C", "C", "C", "N", "C", "C", "C", "C", "N", "H", "H", "H", "H", "H", "H", "H", "H", "H", "H", "C", "N", "C", "N", "S", "H", "H", "H", "H", "H", "H", "O", "N", "O"], "coordinates": [[0.081, 0.296, 0.898], [2.413, -0.013, 4.626], [2.262, -1.336, 5.026], [1.234, -2.061, 4.479], [0.382, -1.481, 3.525], [0.538, -0.206, 3.117], [1.540, 0.489, 3.691], [-0.630, -2.318, 3.099], [-1.427, -2.081, 2.119], [-1.464, -1.015, 1.238], [-2.600, -1.143, 0.454], [-3.109, -0.282, -0.347], [-2.765, 1.051, -0.306], [-3.537, 1.879, -1.137], [-3.460, 3.242, -1.010], [-2.632, 3.766, -0.018], [-1.846, 2.904, 0.706], [-1.839, 1.563, 0.539], [-3.215, -2.451, 0.719], [-4.317, -3.071, 0.160], [-4.675, -4.305, 0.687], [-3.969, -4.873, 1.748], [-2.878, -4.230, 2.317], [-2.510, -3.015, 1.769], [3.188, 0.623, 5.029], [2.928, -1.780, 5.754], [1.039, -3.084, 4.763], [1.670, 1.500, 3.356], [-4.211, 1.392, -1.825], [-4.058, 3.890, -1.637], [-2.582, 4.825, 0.187], [-1.178, 3.295, 1.456], [-4.869, -2.611, -0.648], [-5.522, -4.837, 0.275], [-4.288, -5.831, 2.137], [-2.342, -4.655, 3.153], [2.648, 6.663, -6.879], [2.363, 5.962, -6.015], [2.006, 5.088, -4.936], [0.900, 5.385, -4.141], [0.561, 4.543, -3.098], [1.313, 3.399, -2.848], [2.412, 3.104, -3.648], [2.765, 3.947, -4.687], [0.941, 2.486, -1.733], [0.374, 1.279, -2.087], [0.109, 0.801, -3.403], [-0.409, -0.464, -3.280], [-0.456, -0.738, -1.898], [-0.013, 0.294, -1.182], [1.181, 2.955, -0.426], [1.701, 4.225, -0.114], [1.642, 4.368, 1.261], [1.110, 3.175, 1.744], [0.849, 2.297, 0.757], [0.315, 6.272, -4.344], [-0.295, 4.767, -2.474], [2.998, 2.214, -3.453], [3.622, 3.726, -5.307], [0.290, 1.343, -4.316], [-0.717, -1.131, -4.067], [-0.780, -1.647, -1.414], [2.067, 4.946, -0.826], [1.934, 5.219, 1.852], [0.838, 2.968, 2.765], [2.548, -5.917, -0.757], [1.851, -5.900, 0.516], [1.058, -4.896, 0.916], [0.452, -5.048, 2.114], [0.794, -3.526, -0.014], [2.929, -6.922, -0.925], [3.379, -5.210, -0.765], [1.864, -5.653, -1.560], [2.027, -6.655, 1.157], [0.570, -5.877, 2.672], [-0.094, -4.274, 2.476], [3.899, -1.098, 0.851], [3.347, -0.130, 0.691], [1.761, -0.377, 0.726]], "multiplicity": 1, "total_charge": 1, "de_lowest_kj_mol": 0.0}

---

Across the entries above, energy takes the values -161439.80983 -65385.29308 -89461.86654 -55986.65139 -110233.11270 -70957.76334 eV, respectively.